1.
{"formula": "C12H30Cl8N2O6P3", "method": "wB97M-V/def2-TZVPD", "symbols": ["C", "C", "O", "O", "C", "C", "C", "C", "C", "C", "P", "P", "N", "O", "O", "P", "N", "O", "O", "H", "H", "H", "H", "H", "H", "H", "H", "H", "H", "H", "H", "H", "H", "H", "H", "H", "H", "H", "H", "H", "H", "C", "Cl", "Cl", "H", "H", "C", "Cl", "Cl", "H", "H", "C", "Cl", "Cl", "H", "H", "C", "Cl", "Cl", "H", "H"], "coordinates": [[-1.464544, 0.180574, 3.861660], [0.047433, 0.353489, 4.160106], [0.435168, 1.055251, 5.008457], [0.896305, -0.388441, 3.336595], [1.134042, 0.309845, 2.095269], [2.110096, -0.483309, 1.204861], [1.464490, -1.696935, 0.441153], [0.747631, -1.262343, -0.871145], [-0.696474, -0.723869, -0.680256], [-1.479954, -1.406041, 0.483403], [-3.296970, -1.073770, 0.252607], [-4.502479, -2.026545, 1.827294], [-5.294133, -1.053244, 2.726584], [-5.538373, -3.032430, 1.075253], [-3.487870, -2.958077, 2.711329], [-3.700574, 1.051464, -0.068428], [-2.707815, 1.917565, 0.750972], [-3.568921, 1.268730, -1.662213], [-5.232897, 1.424112, 0.317363], [-1.618129, -0.903973, 3.694886], [-2.094671, 0.593419, 4.656845], [-1.653037, 0.661733, 2.878437], [0.196825, 0.616080, 1.588372], [1.651758, 1.255239, 2.371732], [2.664057, 0.156926, 0.499428], [2.878755, -0.930073, 1.868578], [2.330393, -2.323147, 0.122243], [0.861755, -2.338023, 1.109662], [1.342970, -0.427687, -1.287821], [0.820761, -2.070080, -1.622380], [-0.766475, 0.370896, -0.552556], [-1.255292, -0.952144, -1.617738], [-1.340512, -2.505772, 0.520455], [-1.148610, -1.003157, 1.454511], [-3.627850, -1.740536, -0.963697], [-5.084305, -0.097210, 2.437382], [-5.228703, -3.954408, 1.158962], [-2.885767, -3.430758, 2.105179], [-3.188842, 2.547208, 1.391056], [-2.747100, 1.773292, -1.812791], [-5.221372, 1.973915, 1.122707], [-7.479484, 4.537341, 1.255614], [-6.056125, 4.174451, 2.253316], [-7.274868, 6.048398, 0.373484], [-7.623692, 3.730530, 0.544255], [-8.345325, 4.620727, 1.904035], [4.904005, -1.905998, -1.784574], [3.739292, -3.238188, -1.659610], [4.126108, -0.327482, -1.668817], [5.627722, -1.999355, -0.981022], [5.405416, -1.972288, -2.744759], [8.360146, 0.599561, -1.873553], [7.420416, 0.400649, -3.358449], [7.308174, 0.801178, -0.465916], [8.974868, -0.282624, -1.728139], [8.989796, 1.477846, -1.970047], [6.195513, 1.049046, -7.171579], [6.384896, -0.502151, -6.341835], [6.526664, 0.902623, -8.899171], [5.175937, 1.395058, -7.037630], [6.889770, 1.762913, -6.739918]], "atomic_forces_ev_per_a": [[1.1, -0.7, -0.9], [-1.8, -0.9, -1.3], [1.1, 1.0, 1.4], [-0.7, 0.2, -0.4], [1.4, 1.1, -0.1], [-0.7, -1.3, 0.6], [1.2, 0.5, -0.5], [0.4, 0.4, 0.7], [-0.8, -0.8, -0.8], [0.1, 0.6, -0.1], [1.0, -1.3, -0.9], [-2.4, -0.6, 2.4], [1.1, 0.4, -1.3], [2.0, 0.0, 0.4], [-0.3, 0.5, -2.1], [-0.7, 4.0, 0.5], [0.0, -1.2, -0.2], [-0.1, -1.1, 1.3], [0.9, -1.4, -0.9], [-0.3, 0.5, 0.4], [0.3, -0.2, -0.3], [-0.1, 0.0, 0.6], [0.3, -0.4, 0.2], [-0.4, -0.4, -0.2], [-0.5, -0.1, 0.3], [-0.4, 0.5, -0.1], [-0.8, 0.4, 0.3], [0.1, 0.4, -0.2], [-0.3, -0.5, 0.1], [-0.4, 0.3, 0.4], [0.3, -0.4, 0.2], [0.3, 0.2, 0.4], [-0.2, 0.5, -0.2], [-0.4, -0.2, -0.3], [0.0, 0.2, 0.4], [-0.4, 0.0, 0.6], [-0.4, 0.1, -0.2], [0.0, -0.3, 0.6], [0.5, 0.1, 0.0], [-0.2, 0.0, -0.1], [-0.3, 0.1, -0.1], [-0.3, 0.1, -0.3], [0.1, -0.3, 0.1], [0.0, -0.1, 0.0], [0.1, 0.0, 0.0], [0.1, 0.0, 0.1], [0.3, -0.1, -0.1], [0.2, -0.1, -0.2], [0.0, 0.0, -0.1], [-0.1, 0.0, 0.0], [-0.1, 0.0, 0.0], [0.1, 0.0, 0.0], [0.1, 0.0, 0.0], [0.1, 0.0, 0.1], [-0.1, 0.0, 0.0], [-0.1, 0.0, 0.0], [0.0, 0.2, 0.0], [-0.1, 0.0, 0.0], [0.0, 0.1, 0.0], [0.0, -0.1, 0.0], [0.1, -0.1, 0.0]], "lumo_ev": -4.1, "orbital_gap_ha": 0.3038, "total_charge": 1}

=====

2.
{"formula": "C18H27Cl2CoO8", "method": "wB97M-V/def2-TZVPD", "symbols": ["Co", "C", "C", "O", "C", "C", "O", "C", "C", "O", "C", "C", "O", "C", "C", "O", "H", "H", "H", "H", "H", "H", "H", "H", "H", "H", "H", "H", "H", "H", "H", "H", "H", "H", "H", "H", "Cl", "C", "Cl", "H", "H", "O", "C", "C", "C", "C", "C", "C", "C", "O", "O", "H", "H", "H", "H", "H"], "coordinates": [[-0.685913, -0.086093, 0.174954], [-2.802066, 1.751616, -1.519264], [-1.822155, 1.105927, -2.496312], [-0.530270, 0.877465, -1.949766], [0.368938, 1.980200, -1.925438], [0.182306, 2.864118, -0.701530], [0.144142, 2.018629, 0.437708], [-0.266489, 2.681916, 1.625430], [-0.385474, 1.661355, 2.748696], [-1.040106, 0.510128, 2.223574], [-1.860883, -0.235195, 3.104788], [-2.250309, -1.491660, 2.330590], [-2.492219, -1.229089, 0.953999], [-3.762306, -0.705323, 0.598060], [-3.752009, 0.814015, 0.516877], [-2.604663, 1.212698, -0.218516], [-3.815347, 1.565226, -1.880887], [-2.657856, 2.834155, -1.468936], [-1.755531, 1.727447, -3.393307], [-2.177040, 0.112157, -2.771080], [0.266245, 2.579557, -2.833651], [1.363628, 1.538524, -1.899153], [-0.744507, 3.443618, -0.762834], [1.022723, 3.560044, -0.626793], [-1.238121, 3.158639, 1.451430], [0.464434, 3.447338, 1.901462], [-0.972262, 2.097319, 3.559908], [0.596293, 1.379102, 3.129474], [-2.733588, 0.361292, 3.390204], [-1.314629, -0.519610, 4.007465], [-3.120647, -1.958293, 2.797696], [-1.415653, -2.194365, 2.333768], [-4.541651, -1.044399, 1.285589], [-3.964548, -1.107090, -0.396660], [-3.686981, 1.275243, 1.504271], [-4.673883, 1.156840, 0.043623], [3.597089, 1.782643, -0.066576], [3.612921, 0.258871, 0.823529], [2.000343, -0.198693, 1.420807], [4.258599, 0.375855, 1.685378], [3.964668, -0.525251, 0.160147], [3.243848, -3.908522, 0.578547], [3.195706, -3.227989, -0.568017], [4.322118, -3.237951, -1.397619], [4.322516, -2.535470, -2.584070], [3.217049, -1.774286, -2.964069], [2.103435, -1.750947, -2.151111], [2.069297, -2.482819, -0.960498], [0.862530, -2.464092, -0.091165], [0.803095, -3.144671, 0.930507], [-0.105800, -1.670532, -0.467396], [2.357903, -3.849705, 0.997441], [5.180219, -3.818647, -1.085760], [5.191614, -2.584420, -3.227082], [3.232419, -1.213209, -3.888713], [1.228849, -1.173634, -2.419742]], "atomic_forces_ev_per_a": [[-0.7, 0.3, -0.2], [0.2, 0.2, -0.2], [-0.2, -0.1, 0.0], [-0.1, -0.2, 0.4], [0.2, 0.2, 0.2], [-0.1, 0.0, -0.2], [-0.1, -0.1, 0.0], [-0.1, 0.0, 0.2], [0.2, 0.2, -0.1], [0.3, 0.0, -0.2], [-0.2, -0.3, -0.1], [0.2, -0.1, 0.3], [0.1, 0.3, -0.1], [-0.2, 0.1, -0.2], [0.0, -0.2, 0.3], [0.1, 0.1, -0.1], [0.0, 0.0, 0.0], [-0.1, 0.0, 0.0], [0.0, -0.1, 0.0], [0.0, 0.0, 0.0], [0.0, 0.0, 0.0], [0.0, 0.0, 0.0], [0.0, 0.0, 0.1], [0.0, 0.0, 0.0], [0.0, 0.0, -0.1], [0.0, 0.0, 0.0], [0.0, 0.0, 0.0], [0.0, 0.0, 0.0], [0.1, 0.1, 0.0], [0.0, 0.0, 0.0], [0.0, -0.1, -0.1], [0.0, 0.0, 0.0], [0.1, -0.1, 0.0], [-0.1, -0.1, 0.0], [0.0, 0.0, 0.0], [0.0, 0.1, 0.0], [0.0, 0.1, 0.0], [0.1, -0.1, 0.0], [0.4, 0.0, 0.2], [0.0, 0.0, 0.0], [-0.1, 0.0, 0.0], [0.2, -0.2, 0.1], [-0.1, 0.2, -0.2], [0.1, -0.1, 0.1], [0.0, 0.0, 0.1], [0.0, 0.1, -0.1], [0.1, 0.0, 0.0], [-0.3, -0.1, 0.1], [0.4, -0.1, 0.2], [-0.2, 0.1, 0.1], [0.0, 0.1, -0.3], [-0.1, 0.1, 0.0], [0.0, 0.0, 0.0], [0.0, 0.0, 0.0], [0.0, 0.0, 0.0], [0.0, 0.0, 0.0]], "spin_multiplicity": 2, "lumo_ev": [-4.0, -3.1], "orbital_gap_ha": [0.2395, 0.2734], "total_charge": 1, "relative_energy_kcal_mol": 18.9}

=====

3.
{"formula": "C5H8O2", "method": "wB97M-V/def2-TZVPD", "symbols": ["C", "C", "O", "C", "C", "C", "O", "H", "H", "H", "H", "H", "H", "H", "H"], "coordinates": [[0.375461, 0.613764, -1.379727], [0.064837, -0.497660, -0.374457], [0.387973, -1.759959, -0.888015], [0.639981, -0.235452, 1.027268], [-0.611593, 0.541721, 1.442074], [-1.356484, -0.231768, 0.336798], [-2.499281, -0.568242, 0.213990], [1.340844, 0.391115, -1.847621], [-0.374129, 0.716782, -2.171711], [0.470727, 1.580443, -0.882530], [0.833712, -1.645181, -1.734941], [0.653716, -1.205445, 1.533808], [1.620437, 0.244574, 1.088782], [-0.952195, 0.455547, 2.473084], [-0.594006, 1.599761, 1.163199]], "atomic_forces_ev_per_a": [[0.0, 0.1, 0.0], [-0.5, 0.2, 0.1], [-0.3, 0.0, -0.2], [0.4, 0.0, 0.0], [-0.3, 0.1, 0.0], [0.0, 0.0, 0.1], [0.8, 0.0, -0.3], [0.0, 0.1, 0.1], [0.0, -0.2, 0.2], [0.0, 0.0, 0.0], [-0.2, -0.1, 0.1], [0.2, 0.2, 0.1], [-0.2, 0.0, 0.0], [-0.1, -0.1, -0.1], [0.1, -0.1, 0.1]], "lumo_ev": 0.8, "orbital_gap_ha": 0.3705, "total_charge": 0, "relative_energy_kcal_mol": 28.4}

=====

4.
{"formula": "C26H38FN13O2S", "method": "wB97M-V/def2-TZVPD", "symbols": ["C", "C", "N", "S", "O", "O", "F", "H", "H", "C", "C", "N", "H", "H", "H", "C", "C", "N", "H", "H", "H", "C", "C", "N", "H", "H", "H", "C", "C", "N", "H", "H", "H", "C", "C", "N", "H", "H", "H", "C", "C", "N", "H", "H", "H", "C", "C", "N", "H", "H", "H", "C", "C", "N", "H", "H", "H", "C", "C", "N", "H", "H", "H", "C", "C", "N", "H", "H", "H", "C", "C", "N", "H", "H", "H", "C", "C", "N", "H", "H", "H"], "coordinates": [[3.363965, 5.007365, 3.092688], [3.517431, 3.900704, 3.981690], [3.490758, 2.561029, 4.747478], [4.183180, 1.405591, 3.636097], [4.712999, 0.198727, 4.495324], [5.342995, 2.036037, 2.797374], [2.978407, 0.778920, 2.587826], [2.982112, 5.709061, 2.205500], [2.477712, 2.394952, 4.934800], [2.331476, 8.713453, 3.255323], [1.317362, 7.938127, 2.521458], [0.516192, 7.325413, 1.941549], [3.306841, 8.676158, 2.758785], [2.051281, 9.768885, 3.338972], [2.471959, 8.334528, 4.273248], [-1.157388, 3.621365, 1.192388], [-0.215697, 3.510208, 2.318879], [0.528416, 3.422233, 3.208901], [-1.500140, 2.638206, 0.852979], [-2.047744, 4.197942, 1.464905], [-0.700511, 4.119863, 0.330846], [-5.187752, 2.082835, -0.038675], [-4.589344, 3.331998, 0.460945], [-4.116544, 4.318952, 0.855868], [-5.918727, 1.673863, 0.666801], [-5.707401, 2.235728, -0.990531], [-4.430269, 1.309371, -0.204391], [2.418023, -1.158261, -0.401845], [1.434688, -0.226301, -0.978577], [0.657603, 0.509957, -1.434259], [2.171920, -2.200100, -0.632675], [3.426332, -0.971299, -0.786293], [2.466529, -1.071314, 0.688833], [2.587837, 2.669765, -3.669291], [2.383111, 3.588686, -4.801453], [2.221352, 4.314628, -5.696118], [3.142719, 1.774737, -3.969809], [3.153239, 3.144387, -2.860282], [1.636237, 2.332985, -3.244408], [5.491025, 0.059701, 7.436698], [5.080193, -0.263385, 8.813271], [4.755737, -0.518655, 9.900997], [6.514704, -0.270997, 7.231764], [4.841678, -0.421179, 6.697412], [5.455022, 1.137620, 7.246208], [0.916654, -4.558430, -3.489575], [1.597239, -4.337288, -2.202712], [2.134865, -4.162624, -1.185837], [-0.172751, -4.533337, -3.380737], [1.185805, -3.793878, -4.226093], [1.176200, -5.530284, -3.922737], [-7.451975, -1.317236, -2.285254], [-6.507795, -0.905780, -1.232950], [-5.761765, -0.580827, -0.401428], [-8.093393, -2.140712, -1.953968], [-8.110242, -0.493958, -2.582472], [-6.930481, -1.655912, -3.186827], [-2.269171, -2.237824, -1.602531], [-3.283284, -3.013151, -2.336396], [-4.084454, -3.625865, -2.916305], [-1.293805, -2.275121, -2.099069], [-2.549366, -1.182393, -1.518881], [-2.128687, -2.616750, -0.584606], [-2.696135, -2.914597, 3.362194], [-2.160744, -2.265648, 2.153750], [-1.737754, -1.752742, 1.198977], [-3.509470, -2.332114, 3.807703], [-3.094171, -3.911180, 3.143488], [-1.925926, -3.035659, 4.131359], [0.281998, -1.657096, -6.853820], [1.223688, -1.768252, -5.727330], [1.967801, -1.856228, -4.837306], [-0.060755, -2.640256, -7.193229], [-0.608358, -1.080519, -6.581303], [0.738873, -1.158598, -7.715362], [-1.280795, -8.263978, -2.605374], [-0.745404, -7.615029, -3.813820], [-0.322414, -7.102123, -4.768592], [-2.094130, -7.681495, -2.159865], [-1.678832, -9.260561, -2.824081], [-0.510587, -8.385040, -1.836210]], "atomic_forces_ev_per_a": [[0.5, -8.8, 6.0], [-2.0, 7.2, -6.6], [0.0, 3.0, -3.6], [6.7, -3.5, -0.3], [-3.3, 4.7, -3.4], [-5.7, -2.0, 3.1], [2.0, 1.6, 2.1], [1.1, -1.8, 2.6], [0.6, -0.1, -0.3], [0.2, 0.1, 0.2], [-0.9, -0.6, -0.6], [1.4, 0.9, 0.9], [-0.3, -0.1, -0.1], [-0.1, -0.3, -0.1], [-0.2, -0.1, -0.2], [0.0, 0.1, -0.1], [0.8, -0.1, 0.9], [-1.2, -0.1, -1.3], [0.2, 0.1, 0.2], [0.4, -0.1, 0.1], [0.1, -0.1, 0.3], [0.1, 0.1, 0.0], [0.4, 1.2, 0.4], [-1.0, -1.6, -0.7], [0.3, 0.2, 0.0], [0.2, 0.2, 0.2], [-0.1, 0.4, 0.2], [0.1, 0.0, 0.1], [-0.7, 0.7, -0.4], [1.2, -1.1, 0.6], [-0.1, 0.4, 0.0], [-0.3, 0.1, -0.1], [-0.2, 0.2, -0.2], [0.0, -0.1, 0.2], [-0.1, 0.8, -1.0], [0.3, -1.2, 1.5], [-0.1, 0.2, -0.2], [-0.1, 0.1, -0.3], [0.1, 0.1, -0.2], [0.0, 0.0, -0.1], [-0.3, -0.3, 1.2], [0.5, 0.4, -1.8], [-0.2, 0.0, 0.2], [0.1, 0.1, 0.3], [-0.1, -0.2, 0.2], [0.0, -0.1, -0.2], [0.5, 0.2, 0.9], [-0.9, -0.6, -1.7], [0.2, 0.0, 0.2], [0.1, -0.2, 0.5], [0.0, 0.2, 0.3], [-0.2, -0.1, -0.2], [0.8, 0.3, 0.9], [-1.4, -1.0, -1.5], [0.3, 0.2, 0.1], [0.2, 0.0, 0.2], [0.1, 0.1, 0.3], [0.0, -0.1, -0.1], [-0.8, -0.5, -0.7], [1.2, 0.9, 0.9], [-0.2, -0.1, -0.1], [-0.1, -0.3, 0.0], [-0.2, 0.0, -0.6], [-0.1, -0.1, 0.2], [0.5, 0.6, -1.0], [-0.6, -0.7, 2.1], [0.2, 0.1, -0.3], [0.1, 0.2, -0.2], [0.0, 0.1, -0.3], [-0.2, 0.0, -0.2], [0.8, 0.1, 0.9], [-1.2, 0.3, -1.5], [0.2, 0.1, 0.2], [0.3, -0.1, 0.2], [0.1, -0.1, 0.3], [-0.1, -0.1, 0.2], [0.4, 0.5, -1.1], [-0.8, -1.0, 1.6], [0.2, 0.1, -0.3], [0.1, 0.2, -0.2], [0.0, 0.1, -0.3]], "lumo_ev": -1.0, "orbital_gap_ha": 0.3228, "total_charge": 0}